Density functional theory data (ωB97M-V/def2-TZVPD) for an isolated molecule of CHNO3 at a distorted geometry.

Atoms and positions in Å:
H -2.075 -0.015 0.033
C 1.037 -0.001 -0.020
N -0.292 -0.007 -0.559
O 1.944 -0.725 0.108
O -1.233 -0.449 0.272
O 0.618 1.198 0.166

As for the molar mass: 75.0 u. The value obtained for the largest force on an atom is 1.26 eV/Å. The calculation puts the HOMO energy at -11.0851 eV. The value obtained for the orbital gap is 11.148 eV. As for the structure (SMILES): O=C1ON1O.